No. 1
Here is a molecular structure, C25H24BrN4O3PtSSi in a non-equilibrium geometry from the OMol25 dataset. Energies are from wB97M-V/def2-TZVPD.

Last column: Löwdin charge in e.
Atoms and positions in Å:
Pt1 0.115 -0.356 0.816  1.152
Br1 -0.456 5.952 -5.165  0.699
C1 -0.429 6.179 -3.281  -0.706
C2 0.287 7.226 -2.729  -0.140
C3 0.307 7.382 -1.358  -0.041
C4 -0.367 6.493 -0.511  -0.312
C5 -1.093 5.447 -1.100  -0.028
C6 -1.126 5.294 -2.473  -0.123
N1 -0.284 6.808 0.856  0.026
N2 -0.811 6.083 1.771  0.053
C7 -0.711 4.735 1.860  -0.275
C8 -1.601 4.158 2.785  -0.015
C9 -1.777 2.805 2.929  -0.009
C10 -1.029 1.899 2.150  -0.356
O1 -1.187 0.640 2.191  -0.156
C11 0.011 2.471 1.301  -0.125
N3 0.807 1.561 0.664  -0.046
C12 1.817 1.986 -0.073  -0.082
C13 2.101 3.350 -0.204  -0.016
C14 1.300 4.278 0.407  0.003
C15 0.191 3.853 1.167  -0.099
H1 0.821 7.916 -3.368  0.096
H2 0.850 8.197 -0.904  0.107
H3 -1.650 4.759 -0.485  0.112
H4 -1.684 4.481 -2.915  0.102
H5 -2.194 4.854 3.366  0.111
H6 -2.493 2.397 3.627  0.112
H7 2.426 1.220 -0.535  0.105
H8 2.955 3.653 -0.792  0.109
H9 1.529 5.332 0.326  0.109
C16 0.291 -7.118 1.685  -0.188
Si1 -0.122 -6.115 0.150  0.497
C17 1.391 -5.890 -0.934  -0.198
C18 -1.360 -7.130 -0.857  -0.199
C19 -0.993 -4.503 0.585  -0.267
C20 -2.352 -4.377 0.464  -0.102
C21 -2.986 -3.149 0.702  -0.086
C22 -2.178 -2.064 0.910  -0.156
N4 -0.842 -2.148 1.002  -0.158
C23 -0.230 -3.363 0.997  -0.813
S1 1.352 -3.524 1.558  0.597
H10 0.484 -8.160 1.439  0.018
H11 -0.530 -7.084 2.398  0.025
H12 1.170 -6.703 2.170  0.010
H13 1.600 -6.812 -1.477  0.020
H14 2.255 -5.624 -0.332  -0.002
H15 1.235 -5.089 -1.654  0.031
H16 -0.901 -8.073 -1.147  0.020
H17 -1.656 -6.611 -1.765  0.030
H18 -2.262 -7.369 -0.297  0.017
H19 -2.950 -5.230 0.173  0.086
H20 -4.058 -3.033 0.664  0.089
H21 -2.583 -1.065 1.014  0.095
C24 3.509 -1.617 -1.184  -0.093
O2 2.627 -0.918 -0.314  -0.210
C25 1.290 -1.156 -0.550  -0.663
O3 0.950 -1.752 -1.548  -0.017
H22 4.513 -1.423 -0.807  0.085
H23 3.414 -1.266 -2.214  0.086
H24 3.293 -2.686 -1.156  0.080

E_HOMO: -4.3 eV
Energy relative to the best compared isomer or geometry (same formula, charge and spin): 26.57 kcal/mol
Charge: -1
Lowest unoccupied orbital energy: 1.198 eV

=====

No. 2
Here is a gas-phase ion, C5H11N2 (charge +1) in a non-equilibrium geometry from the OMol25 dataset. Energies are from wB97M-V/def2-TZVPD.

Last column: Löwdin charge in e.
Atoms and positions in Å:
C1 -0.435 -1.501 -1.529  -0.007
C2 1.130 -0.100 -0.603  -0.131
C3 -1.281 -0.344 0.069  0.003
C4 -0.005 0.413 0.260  -0.400
C5 0.034 1.862 0.709  0.019
N1 0.854 -1.393 -1.167  -0.079
N2 -0.562 -0.475 1.317  0.170
H1 -0.683 -2.573 -1.727  0.119
H2 -0.728 -0.852 -2.432  0.141
H3 1.265 0.509 -1.428  0.113
H4 2.069 -0.177 -0.007  0.159
H5 -2.315 0.093 -0.045  0.147
H6 0.096 1.937 1.769  0.078
H7 -0.897 2.319 0.472  0.077
H8 0.877 2.378 0.058  0.148
H9 1.406 -2.160 -0.810  0.145
H10 -0.739 0.022 2.123  0.140
H11 -0.090 -1.312 1.517  0.159

E_HOMO: -13.3 eV
Energy relative to the best compared isomer or geometry (same formula, charge and spin): 82.78 kcal/mol
Charge: +1
Lowest unoccupied orbital energy: -3.072 eV

=====

Question: Which formula does entry 2 have?
Answer: C5H11N2

=====

Question: Look up the lowest unoccupied orbital energy of the second one.
Answer: -3.072 eV

=====

Question: lowest unoccupied orbital energy of number 1 (C25H24BrN4O3PtSSi)?
Answer: 1.198 eV

=====

Question: What is the lowest unoccupied orbital energy in the first record?
Answer: 1.198 eV